Entry one
# C2H8N

A 2-piece molecular cluster, C2H8N overall (wB97M-V/def2-TZVPD, OMol25).

Computed properties:
Net charge   +1
HOMO   -14.5 eV
M   46.093 g/mol
Kohn-Sham gap   10.166 eV

The geometry in XYZ format:
```
11
C2H8N wB97M-V/def2-TZVPD
N -1.353 1.305 -0.193
H -0.367 1.399 -0.054
H -1.767 1.759 -1.095
H -1.533 0.313 -0.381
H -1.673 1.685 0.680
C 1.125 -0.758 0.800
C 0.756 -1.028 -0.495
H 2.087 -0.238 1.057
H 0.371 -0.973 1.516
H 1.264 -0.830 -1.560
H -0.198 -1.531 -0.642
```

How is the electron density shared among the atoms? According to Löwdin, the charges in e are: 0.31, 0.11, 0.22, 0.13, 0.15, -0.06, -0.11, 0.08, 0.04, 0.11, 0.03



Entry two
# C2H8N

A 2-piece molecular cluster, C2H8N overall (wB97M-V/def2-TZVPD, OMol25).

Computed properties:
Net charge   +1
HOMO   -16.2 eV
M   46.093 g/mol
Kohn-Sham gap   8.175 eV

The geometry in XYZ format:
```
11
C2H8N wB97M-V/def2-TZVPD
C -1.604 0.293 0.388
N 1.666 0.428 -0.389
C 0.847 -0.644 0.073
H -1.476 1.372 0.350
H -0.620 -0.225 0.647
H -2.329 0.004 1.142
H 1.167 -0.768 1.107
H -1.879 -0.092 -0.590
H 1.001 0.959 -0.979
H 0.852 -1.411 -0.700
H 2.374 0.084 -1.047
```

How is the electron density shared among the atoms? According to Löwdin, the charges in e are: 0.09, 0.02, 0.13, 0.07, 0.02, 0.08, 0.13, 0.07, 0.12, 0.14, 0.13



We find entry one to be the most stable, with the next structure 272.9 kJ/mol higher.



Entry one
# C12H16N2O

A 2-piece molecular cluster, C12H16N2O overall (wB97M-V/def2-TZVPD, OMol25).

Computed properties:
HOMO   -8.3 eV
SMILES   CCc1c[nH]cn1.Cc1ccc(O)cc1
M   204.273 g/mol
Kohn-Sham gap   9.047 eV

The geometry in XYZ format:
```
31
C12H16N2O wB97M-V/def2-TZVPD
C 1.893 1.480 2.375
C 2.556 1.701 1.038
C 1.818 1.306 -0.202
C 1.336 2.017 -1.253
N 0.843 1.071 -2.129
C 0.943 -0.125 -1.523
N 1.525 -0.039 -0.368
H 0.853 1.796 2.470
H 2.475 1.889 3.202
H 1.854 0.416 2.623
H 2.697 2.761 0.884
H 3.519 1.190 1.014
H 1.098 3.055 -1.411
H 0.439 1.249 -3.030
H 0.664 -1.033 -2.028
C -0.697 -2.800 1.510
C -1.257 -1.823 0.536
C -1.473 -2.250 -0.771
C -1.964 -1.342 -1.707
C -2.161 -0.031 -1.307
O -2.523 0.878 -2.286
C -1.641 0.454 -0.100
C -1.416 -0.488 0.893
H -0.670 -2.510 2.563
H 0.377 -2.921 1.324
H -1.118 -3.808 1.520
H -1.366 -3.309 -0.967
H -2.335 -1.556 -2.701
H -3.287 1.420 -2.081
H -1.703 1.531 0.001
H -1.279 -0.181 1.910
```

How is the electron density shared among the atoms? According to Löwdin, the charges in e are: -0.11, -0.21, -0.31, -0.06, 0.06, -0.23, 0.12, 0.07, 0.07, 0.07, 0.10, 0.11, 0.11, 0.15, 0.12, -0.07, -0.29, -0.05, -0.04, -0.35, 0.01, -0.03, -0.04, 0.07, 0.09, 0.08, 0.11, 0.12, 0.10, 0.12, 0.11



Entry two
# C12H16N2O

A 2-piece molecular cluster, C12H16N2O overall (wB97M-V/def2-TZVPD, OMol25).

Computed properties:
HOMO   -7.7 eV
SMILES   Cc1c[nH]c2ccccc12.CCC(N)=O
M   204.273 g/mol
Kohn-Sham gap   8.490 eV

The geometry in XYZ format:
```
31
C12H16N2O wB97M-V/def2-TZVPD
C -1.279 -0.676 -2.688
C -1.030 0.527 -1.883
C -0.238 1.645 -2.244
N -0.211 2.317 -1.035
C -0.847 1.738 0.030
C -0.854 2.045 1.415
C -1.412 1.024 2.166
C -1.947 -0.155 1.641
C -1.984 -0.379 0.291
C -1.536 0.643 -0.562
H -2.296 -1.064 -2.436
H -0.586 -1.513 -2.423
H -1.278 -0.607 -3.749
H 0.162 2.104 -3.136
H 0.083 3.282 -0.988
H -0.402 2.927 1.855
H -1.443 1.166 3.249
H -2.301 -0.956 2.278
H -2.526 -1.282 0.004
C 2.778 -1.806 2.368
C 1.498 -1.605 1.581
C 1.759 -1.469 0.098
N 1.933 -0.333 -0.646
O 1.721 -2.508 -0.560
H 3.353 -2.705 2.107
H 2.583 -1.951 3.441
H 3.536 -1.034 2.280
H 0.757 -2.421 1.692
H 0.872 -0.809 1.996
H 2.305 -0.445 -1.573
H 1.910 0.623 -0.331
```

How is the electron density shared among the atoms? According to Löwdin, the charges in e are: -0.06, -0.26, -0.02, 0.02, -0.21, -0.01, -0.12, -0.12, -0.03, -0.14, 0.09, 0.09, 0.06, 0.12, 0.15, 0.10, 0.10, 0.10, 0.12, -0.10, -0.18, -0.52, 0.17, 0.01, 0.08, 0.07, 0.07, 0.13, 0.09, 0.11, 0.09



Entry three
# C12H16N2O

A 2-piece molecular cluster, C12H16N2O overall (wB97M-V/def2-TZVPD, OMol25).

Computed properties:
HOMO   -8.0 eV
SMILES   Cc1c[nH]c2ccccc12.CCC(N)=O
M   204.273 g/mol
Kohn-Sham gap   8.752 eV

The geometry in XYZ format:
```
31
C12H16N2O wB97M-V/def2-TZVPD
C -2.641 -0.061 2.261
C -2.215 -0.725 0.999
C -2.908 -0.821 -0.161
N -2.068 -1.306 -1.193
C -0.848 -1.606 -0.604
C 0.305 -2.087 -1.229
C 1.442 -2.092 -0.451
C 1.406 -1.928 0.932
C 0.208 -1.580 1.547
C -0.908 -1.297 0.769
H -2.971 -0.797 3.015
H -3.428 0.676 2.195
H -1.762 0.329 2.792
H -3.866 -0.394 -0.426
H -2.536 -1.941 -1.825
H 0.268 -2.135 -2.308
H 2.425 -2.105 -0.906
H 2.293 -1.858 1.537
H 0.211 -1.455 2.622
C 0.712 2.275 -2.092
C 0.973 1.313 -0.928
C 2.314 1.450 -0.254
N 2.484 2.521 0.576
O 3.183 0.590 -0.330
H -0.292 2.116 -2.464
H 1.393 2.177 -2.928
H 0.703 3.295 -1.704
H 0.206 1.437 -0.149
H 0.844 0.294 -1.268
H 3.282 2.499 1.189
H 1.792 3.216 0.788
```

How is the electron density shared among the atoms? According to Löwdin, the charges in e are: -0.05, -0.24, -0.06, 0.06, -0.24, -0.04, -0.11, -0.09, -0.02, -0.15, 0.08, 0.07, 0.08, 0.12, 0.14, 0.11, 0.11, 0.10, 0.11, -0.08, -0.17, -0.53, 0.16, 0.03, 0.07, 0.08, 0.07, 0.12, 0.08, 0.10, 0.10



We find entry three to be the most stable, with the next structure 70.8 kJ/mol higher.



Entry one
# CH4N2OS

A 3-piece molecular cluster, CH4N2OS overall (wB97M-V/def2-TZVPD, OMol25).

Computed properties:
HOMO   -8.6 eV
M   92.123 g/mol
Kohn-Sham gap   7.778 eV

The geometry in XYZ format:
```
9
CH4N2OS wB97M-V/def2-TZVPD
C -1.047 1.031 1.754
N -1.664 0.102 1.250
N 1.229 -1.150 -0.801
O -0.475 1.739 2.507
S 0.128 0.071 -0.829
H -1.903 -0.014 0.299
H 0.029 0.105 -2.734
H 1.920 -0.966 -1.473
H 1.782 -0.918 0.027
```

How is the electron density shared among the atoms? According to Löwdin, the charges in e are: -0.45, 0.11, -0.47, 0.13, 0.62, -0.02, 0.08, -0.02, 0.02



Entry two
# CH4N2OS

A 2-piece molecular cluster, CH4N2OS overall (wB97M-V/def2-TZVPD, OMol25).

Computed properties:
HOMO   -9.9 eV
M   92.123 g/mol
Kohn-Sham gap   10.055 eV

The geometry in XYZ format:
```
9
CH4N2OS wB97M-V/def2-TZVPD
C -2.326 -0.353 1.091
N 1.272 -0.323 -1.001
N 0.975 -0.395 0.384
O -0.059 0.602 0.794
S -3.229 0.173 -0.024
H 0.390 1.286 1.200
H 0.417 -0.136 -1.625
H 1.916 0.519 -1.152
H 0.644 -1.374 0.333
```

How is the electron density shared among the atoms? According to Löwdin, the charges in e are: -0.58, -0.07, -0.14, -0.17, 0.63, 0.03, 0.10, 0.09, 0.11



We find entry one to be the most stable, with the next structure 195.8 kJ/mol higher.



Entry one
# CH5BS

A 2-piece molecular cluster, CH5BS overall (wB97M-V/def2-TZVPD, OMol25).

Computed properties:
HOMO   -8.7 eV
M   59.930 g/mol
Kohn-Sham gap   8.889 eV

The geometry in XYZ format:
```
8
CH5BS wB97M-V/def2-TZVPD
B 0.201 0.409 -0.021
C -0.879 -0.705 0.189
S 1.896 0.017 0.243
H -0.676 2.348 -0.612
H -0.344 -1.311 0.875
H -0.873 -1.251 -0.696
H -1.907 -0.384 0.608
H 2.582 0.878 -0.586
```

How is the electron density shared among the atoms? According to Löwdin, the charges in e are: -0.68, -0.17, 0.74, 0.06, 0.02, 0.03, 0.10, -0.11



Entry two
# CH5BS

A 2-piece molecular cluster, CH5BS overall (wB97M-V/def2-TZVPD, OMol25).

Computed properties:
HOMO (alpha / beta)   -9.6 / -7.3 eV
M   59.930 g/mol
Kohn-Sham gap (alpha / beta)   9.604 / 5.192 eV

The geometry in XYZ format:
```
8
CH5BS wB97M-V/def2-TZVPD
B 0.012 0.240 0.468
C 1.000 -0.257 -0.525
S -3.455 -0.549 1.295
H -0.111 1.134 1.187
H 1.706 0.425 -0.852
H 1.551 -1.070 -0.188
H 0.279 -0.742 -1.311
H -2.142 -0.503 0.822
```

How is the electron density shared among the atoms? According to Löwdin, the charges in e are: 0.04, -0.13, 0.28, -0.01, 0.03, 0.04, 0.11, -0.36



We find entry one to be the most stable, with the next structure 155.9 kJ/mol higher.



Entry one
# C5H9N2O2

An isolated ion of composition C5H9N2O2 and charge +1 (wB97M-V/def2-TZVPD, OMol25).

Computed properties:
Net charge   +1
HOMO   -14.0 eV
SMILES   CC(=O)C1=[NH+]CCN1O
M   129.139 g/mol
Kohn-Sham gap   8.998 eV

The geometry in XYZ format:
```
18
C5H9N2O2 wB97M-V/def2-TZVPD
C -1.471 -1.216 -1.964
C -0.525 -0.137 -1.671
O -0.192 0.700 -2.479
C -0.016 0.031 -0.169
N -0.392 -0.652 0.926
C 0.428 -0.303 2.047
C 1.131 0.996 1.657
N 0.840 0.980 0.158
O 1.283 1.995 -0.631
H -2.217 -1.472 -1.301
H -0.965 -2.211 -2.290
H -1.798 -1.060 -2.972
H -0.719 -1.574 0.883
H 1.135 -1.122 2.339
H -0.376 0.018 2.870
H 0.739 1.937 2.086
H 2.292 1.029 1.981
H 0.822 2.062 -1.471
```

How is the electron density shared among the atoms? According to Löwdin, the charges in e are: 0.01, -0.28, 0.15, -0.08, 0.08, -0.13, -0.03, -0.05, 0.11, 0.07, 0.16, 0.10, 0.14, 0.15, 0.18, 0.13, 0.19, 0.11



Entry two
# C5H9N2O2

C5H9N2O2 as an isolated structure (wB97M-V/def2-TZVPD, OMol25).

Computed properties:
Net charge   +1
HOMO   -12.8 eV
M   129.139 g/mol
Kohn-Sham gap   8.753 eV

The geometry in XYZ format:
```
18
C5H9N2O2 wB97M-V/def2-TZVPD
C 2.118 0.541 -0.678
C 0.703 0.760 -0.545
C 1.378 -0.775 1.049
C 2.519 -0.456 0.119
C -3.763 0.592 -0.253
N 0.306 -0.017 0.484
N -2.791 -0.110 -0.417
O 3.756 -0.868 0.354
O -0.890 -0.067 1.065
H 2.608 1.013 -1.555
H 0.050 1.428 -1.064
H 1.616 -0.561 2.077
H -4.677 0.505 -0.900
H -3.952 1.317 0.515
H -2.826 -0.647 -1.267
H -1.736 -0.152 0.343
H 1.255 -1.911 1.005
H 4.324 -0.589 -0.331
```

How is the electron density shared among the atoms? According to Löwdin, the charges in e are: 0.01, 0.09, 0.00, -0.28, 0.00, -0.16, 0.10, 0.16, -0.02, 0.14, 0.15, 0.17, 0.12, 0.10, 0.12, 0.00, 0.20, 0.12



Entry three
# C5H9N2O2

C5H9N2O2 as an isolated structure (wB97M-V/def2-TZVPD, OMol25).

Computed properties:
Net charge   +1
HOMO   -14.8 eV
M   129.139 g/mol
Kohn-Sham gap   9.792 eV

The geometry in XYZ format:
```
18
C5H9N2O2 wB97M-V/def2-TZVPD
C -0.999 -1.540 -0.025
C -0.642 0.186 -0.276
C 1.146 0.928 1.186
C 1.702 -0.095 -1.064
C 0.725 0.768 -0.280
N -2.252 -1.541 0.197
N -1.746 0.802 -0.156
O -2.209 1.871 -0.199
O -2.911 -0.428 0.169
H -0.308 -2.355 -0.071
H 2.058 1.516 1.236
H 1.334 -0.041 1.643
H 0.381 1.453 1.753
H 1.767 -1.096 -0.652
H 2.691 0.349 -1.009
H 1.432 -0.165 -2.114
H 0.659 1.761 -0.737
H -2.826 -2.374 0.398
```

How is the electron density shared among the atoms? According to Löwdin, the charges in e are: 0.21, -0.03, -0.03, -0.05, -0.37, 0.00, -0.08, 0.22, 0.06, 0.14, 0.10, 0.09, 0.09, 0.08, 0.10, 0.09, 0.16, 0.22



We find entry one to be the most stable, with the next structure 22.7 kJ/mol higher.



Entry one
# C5H9N2O2

C5H9N2O2 as an isolated structure (wB97M-V/def2-TZVPD, OMol25).

Computed properties:
Net charge   +1
HOMO   -14.4 eV
M   129.139 g/mol
Kohn-Sham gap   9.023 eV

The geometry in XYZ format:
```
18
C5H9N2O2 wB97M-V/def2-TZVPD
C 0.457 1.602 2.594
C 0.056 0.670 1.719
C -0.502 -1.699 0.225
C -0.322 0.755 0.378
C 0.143 -0.486 -0.586
N 1.501 -0.589 -0.961
N -0.720 -0.178 -1.752
O 0.074 -2.758 0.258
O -1.007 1.590 -0.169
H 0.652 1.380 3.586
H 0.302 2.542 2.281
H 0.297 -0.339 2.013
H -1.534 -1.444 0.545
H 1.637 -1.510 -1.269
H 2.047 -0.585 -0.107
H -0.100 0.092 -2.498
H -1.143 1.009 -1.249
H -1.402 -0.831 -1.986
```

How is the electron density shared among the atoms? According to Löwdin, the charges in e are: 0.20, -0.06, -0.17, -0.26, -0.42, 0.15, 0.17, 0.13, 0.19, 0.08, 0.06, 0.12, 0.15, 0.09, 0.11, 0.15, 0.18, 0.12



Entry two
# C5H9N2O2

An isolated ion of composition C5H9N2O2 and charge +1 (wB97M-V/def2-TZVPD, OMol25).

Computed properties:
Net charge   +1
HOMO (alpha / beta)   -13.4 / -13.4 eV
SMILES   CC(C)/N=[NH+]/OC=C=O
M   129.139 g/mol
Kohn-Sham gap (alpha / beta)   7.825 / 7.826 eV

The geometry in XYZ format:
```
18
C5H9N2O2 wB97M-V/def2-TZVPD
C -1.321 -0.867 0.198
C -0.311 0.111 -0.499
C 0.903 -0.794 -0.795
N -0.021 1.212 0.279
N 1.065 1.381 0.872
O 1.485 2.561 1.489
C 0.531 3.429 1.922
C 0.827 4.236 2.921
O 0.882 5.016 3.755
H -0.939 -1.080 1.246
H -2.281 -0.434 0.075
H -1.282 -1.837 -0.139
H -0.654 0.746 -1.396
H 0.560 -1.442 -1.488
H 1.310 -1.212 0.211
H 1.756 -0.071 -1.211
H 1.850 0.647 0.771
H -0.255 3.882 1.378
```

How is the electron density shared among the atoms? According to Löwdin, the charges in e are: 0.00, -0.41, -0.05, 0.16, 0.09, 0.03, -0.12, -0.10, 0.28, 0.12, 0.08, 0.06, 0.20, 0.05, 0.12, 0.13, 0.22, 0.13



We find entry one to be the most stable, with the next structure 370.9 kJ/mol higher.